Density functional theory data (ωB97M-V/def2-TZVPD) for C23H27N3O5S as an isolated structure at a distorted geometry.

Calculated values
Energy above the lowest of the compared OMol25 structures with the same formula, charge and spin in kJ/mol: 2243.5
Electronic energy in eV: -49812.0151
Frontier orbital gap in eV: 8.2
M in Da: 457.55
Max |F| in eV/A: 19.64
HOMO energy in eV: -8.72

Last column: Löwdin charge in e.
Cartesian coordinates (Å):
1 C -5.8554 3.0688 1.2325  -0.1133
2 C -4.4860 2.5640 1.2110  -0.2777
3 C -4.2084 1.4931 0.0754  -0.1634
4 C -3.9396 2.1961 -1.2618  -0.1847
5 C -3.4905 1.2580 -2.4870  -0.1120
6 N -2.2984 0.4680 -2.0342  0.0039
7 C -1.0709 1.0806 -2.1543  -0.4788
8 N 0.0028 0.3992 -2.2142  0.1068
9 C 0.0604 -0.8711 -1.6445  -0.1726
10 C 1.2526 -1.3349 -1.3309  0.1301
11 C 1.2162 -2.8451 -0.7200  -0.1265
12 C 0.1607 -3.5232 -0.5571  0.0396
13 C -0.9785 -2.6641 -0.8894  -0.0271
14 C -1.2519 -1.5512 -1.2714  -0.1303
15 C -2.4133 -0.9065 -1.6976  -0.2845
16 O -3.5002 -1.3930 -1.2542  0.0415
17 H -1.9660 -3.1599 -0.5528  0.1662
18 H 0.2058 -4.3316 -0.0245  0.0715
19 C 2.5175 -3.3034 -0.6006  -0.5041
20 O 3.5524 -3.1331 -1.1309  0.1006
21 N 2.7709 -4.0707 0.5449  0.0038
22 H 1.9367 -4.1120 1.4606  0.2505
23 C 3.8857 -4.6703 1.1318  -0.1238
24 C 4.5083 -3.8469 2.4000  -0.5626
25 C 5.1118 -2.7877 2.0304  0.0667
26 C 5.3615 -2.3111 3.5799  -0.0792
27 C 5.0689 -3.2624 4.2935  -0.0515
28 O 4.2894 -4.4194 3.4281  0.1133
29 H 5.0109 -3.6445 5.4794  0.1837
30 H 5.9037 -1.4106 4.0779  0.1502
31 H 5.3206 -2.0669 1.3643  0.0716
32 H 4.7150 -4.5822 0.1082  0.2074
33 H 3.7546 -5.6355 1.3941  0.0631
34 H 2.2570 -0.7673 -1.5493  0.1658
35 S -1.0711 2.6412 -3.0074  1.1024
36 C 0.4935 2.6899 -3.0359  -0.5941
37 C 1.3272 2.3952 -1.9155  -0.4790
38 O 2.3388 2.0167 -1.4155  0.0726
39 O 0.5263 2.7310 -0.6831  -0.2340
40 C 1.0332 2.3204 0.7258  -0.0615
41 C 1.9916 3.6587 1.1936  -0.0072
42 H 1.5832 4.4191 1.3324  -0.1002
43 H 2.4475 3.2660 2.1462  0.0683
44 H 3.0347 3.6077 0.4639  0.1472
45 H 1.5834 1.3540 0.5298  0.1213
46 H 0.0965 2.5701 1.1717  0.0864
47 H 0.8292 4.0176 -3.2494  0.2347
48 H 1.0682 2.4123 -3.8765  0.0856
49 H -3.6007 1.5735 -3.3970  0.0312
50 H -4.3643 0.2675 -2.2802  0.2044
51 H -4.9020 2.6007 -1.5270  0.1065
52 H -3.1767 2.8758 -1.2423  0.0485
53 H -4.9545 0.7341 -0.0416  0.0976
54 H -3.1115 1.1228 0.4624  0.1572
55 H -4.3389 2.1082 2.2947  0.1394
56 H -3.8078 3.2928 1.4285  0.0657
57 H -6.4460 2.2254 1.0922  0.0689
58 H -5.8839 3.5795 0.3505  0.0482
59 H -6.1006 3.5965 2.0421  0.0453

=====

Density functional theory data (ωB97M-V/def2-TZVPD) for a 3-piece molecular cluster, C3H13NO2S overall at a distorted geometry.

Calculated values
Energy above the lowest of the compared OMol25 structures with the same formula, charge and spin in kJ/mol: 114.8
Electronic energy in eV: -19741.2526
SMILES: CNCCS.O.O
Frontier orbital gap in eV: 9.6
M in Da: 127.21
Max |F| in eV/A: 2.34
HOMO energy in eV: -9.03

Last column: Löwdin charge in e.
Cartesian coordinates (Å):
1 C 0.1863 1.7691 -1.9259  -0.1147
2 N -0.8608 1.0001 -1.2311  -0.1338
3 C -0.3402 -0.2284 -0.6015  -0.3358
4 C -1.2677 -0.7819 0.5021  -0.5235
5 S -0.4149 -2.1598 1.4056  0.6760
6 H -0.1247 1.9483 -2.9561  0.0770
7 H 0.3380 2.7258 -1.4406  0.0656
8 H 1.0879 1.1613 -2.0125  0.0581
9 H -1.5661 0.6696 -1.8787  0.0961
10 H 0.4515 0.1174 0.0639  0.1004
11 H -0.1470 -0.9884 -1.3563  0.1162
12 H -2.1833 -1.2408 0.1333  0.0561
13 H -1.5255 -0.0643 1.2730  0.0486
14 H 0.7526 -2.1078 0.7487  -0.1763
15 O 3.3523 -0.5220 -2.0038  -0.0663
16 H 2.6481 -0.8123 -1.4091  0.0110
17 H 4.0485 -0.3421 -1.3473  0.0472
18 O -1.0036 2.5779 2.4246  -0.0392
19 H -1.6874 3.2146 2.3660  0.0125
20 H -0.5435 2.6536 1.5845  0.0248

=====

Density functional theory data (ωB97M-V/def2-TZVPD) for a 3-piece molecular cluster, C40H61BrN8O7P2S overall at a distorted geometry.

Calculated values
Electronic energy in eV: -168175.7637
SMILES: CCSCc1c(OC(=O)c2ccccc2)c(COC(C)=O)c(COc2ccccc2)c2ncc(Br)nc12.CN(C)P(=O)(N(C)C)N(C)C.CN(C)P(=O)(N(C)C)N(C)C
Frontier orbital gap in eV: 7.5
M in Da: 939.90
Max |F| in eV/A: 6.91
HOMO energy in eV: -7.89

Last column: Löwdin charge in e.
Cartesian coordinates (Å):
1 C -4.1453 4.0916 -4.1725  -0.1801
2 C -3.8160 3.3819 -2.8446  -0.5441
3 S -2.8140 1.9048 -3.1743  0.8981
4 C -1.7908 1.5763 -1.6818  -0.3835
5 C -1.7643 0.0758 -1.4912  -0.1570
6 C -2.4391 -0.5427 -0.4737  -0.1351
7 O -3.1946 0.1382 0.4766  0.0628
8 C -4.3959 0.6387 0.0017  -0.3862
9 O -4.5001 1.7633 -0.3546  0.1750
10 C -5.6174 -0.2390 0.0018  -0.1329
11 C -6.4090 -0.1782 1.1430  -0.0335
12 C -7.5870 -0.9125 1.2366  -0.0866
13 C -7.9301 -1.7258 0.1626  -0.0908
14 C -7.1405 -1.7786 -0.9764  -0.0661
15 C -5.9700 -1.0388 -1.0758  -0.0048
16 C -2.3898 -1.9809 -0.3786  -0.0329
17 C -3.1336 -2.6148 0.7680  -0.0944
18 O -4.1823 -3.5059 0.3190  -0.0254
19 C -4.5469 -4.2891 1.3877  -0.5115
20 C -5.7118 -3.8008 2.2347  0.0395
21 O -3.9638 -5.2919 1.6697  0.1368
22 C -1.6896 -2.7202 -1.2979  -0.0411
23 C -1.6845 -4.2457 -1.2065  -0.1132
24 O -0.3760 -4.7921 -1.2363  -0.0401
25 C 0.2931 -4.7399 -0.0379  -0.2663
26 C -0.2682 -4.9887 1.2090  -0.0251
27 C 0.5046 -4.9504 2.3617  -0.0830
28 C 1.8656 -4.6796 2.3084  -0.0904
29 C 2.4180 -4.4217 1.0552  -0.0822
30 C 1.6549 -4.4529 -0.0987  -0.0069
31 C -0.9622 -2.0814 -2.3449  -0.1349
32 N -0.2628 -2.8635 -3.2250  0.1805
33 C 0.3885 -2.1644 -4.1110  -0.1447
34 C 0.3599 -0.7505 -4.1893  -0.7052
35 Br 1.3834 0.1197 -5.5451  0.7294
36 N -0.3260 -0.0014 -3.3938  0.1112
37 C -1.0047 -0.6848 -2.4238  -0.1598
38 H -3.3897 4.8345 -4.4127  0.0438
39 H -4.3453 3.3849 -4.9807  0.0581
40 H -5.0895 4.6160 -3.9927  0.0717
41 H -3.3507 4.1039 -2.1748  0.0597
42 H -4.7697 3.0579 -2.4310  0.0488
43 H -2.1389 2.0986 -0.7957  0.0813
44 H -0.7853 1.9246 -1.9196  0.0726
45 H -6.1398 0.4706 1.9706  0.1260
46 H -8.1777 -0.8083 2.1374  0.1089
47 H -8.8395 -2.3130 0.2309  0.1060
48 H -7.4803 -2.4105 -1.7886  0.1093
49 H -5.3635 -1.0598 -1.9735  0.1288
50 H -2.4023 -3.2198 1.3215  0.1252
51 H -3.5117 -1.8868 1.4867  0.1348
52 H -6.5583 -4.4753 2.1318  0.0961
53 H -5.9449 -2.7838 1.9186  0.0522
54 H -5.3538 -3.7649 3.2639  0.0953
55 H -2.2973 -4.6078 -0.3888  0.0931
56 H -2.1782 -4.5952 -2.1195  0.1436
57 H -1.3213 -5.2371 1.2929  0.0967
58 H 0.0696 -5.1327 3.3392  0.1027
59 H 2.4969 -4.6723 3.1869  0.0945
60 H 3.4865 -4.2301 1.0390  0.0936
61 H 2.1620 -4.2695 -1.0393  0.1152
62 H 0.9858 -2.7028 -4.8419  0.1045
63 C -2.0581 9.0253 -0.0009  -0.1363
64 N -2.2198 7.8891 -0.8893  -0.2937
65 C -1.6885 6.6808 -0.2573  -0.1343
66 P -2.0549 7.9238 -2.6153  0.7083
67 O -2.9072 6.7346 -2.9564  -0.2949
68 N -3.0903 9.1287 -3.2916  -0.3296
69 C -3.5267 10.3106 -2.5717  -0.1494
70 C -4.1910 8.6567 -4.1275  -0.1359
71 N -0.7170 9.0557 -2.6062  -0.2707
72 C -0.4566 9.7023 -3.9208  -0.1269
73 C 0.5726 8.4041 -2.2528  -0.1289
74 H -1.0189 9.3716 0.0950  0.0780
75 H -2.4000 8.7576 1.0014  0.0820
76 H -2.6683 9.8725 -0.2934  0.0461
77 H -0.5917 6.6295 -0.2726  0.0645
78 H -2.0619 5.7887 -0.7622  0.0615
79 H -2.0081 6.6127 0.7834  0.0803
80 H -4.2482 10.0684 -1.7815  0.0849
81 H -4.0075 11.0135 -3.2576  0.0787
82 H -2.6879 10.8614 -2.1439  0.0708
83 H -5.0167 8.2545 -3.5281  0.0865
84 H -3.8603 7.8871 -4.8188  0.0696
85 H -4.5797 9.4774 -4.7356  0.0779
86 H -0.2726 8.9673 -4.7090  0.0877
87 H 0.4162 10.3527 -3.8401  0.0805
88 H -1.2751 10.3387 -4.2371  0.0671
89 H 0.7895 7.5467 -2.8948  0.0875
90 H 0.5827 8.0733 -1.2152  0.0576
91 H 1.3914 9.1159 -2.3462  0.0803
92 C 9.2396 -6.0610 1.9362  -0.1367
93 N 7.9392 -5.4176 1.9755  -0.2959
94 C 7.8315 -4.4416 0.8908  -0.1396
95 P 7.0663 -4.9890 3.4112  0.6964
96 O 5.6744 -4.9824 2.8466  -0.3036
97 N 6.8769 -6.3696 4.4306  -0.3307
98 C 7.7893 -7.4981 4.4342  -0.1494
99 C 5.5166 -6.8670 4.6194  -0.1382
100 N 8.4952 -4.5060 4.3049  -0.2719
101 C 8.2894 -4.4052 5.7749  -0.1277
102 C 8.9825 -3.1585 3.9067  -0.1303
103 H 10.0674 -5.4128 2.2583  0.0778
104 H 9.4601 -6.3780 0.9144  0.0820
105 H 9.2733 -6.9679 2.5295  0.0459
106 H 8.3794 -3.5106 1.0888  0.0630
107 H 6.7881 -4.1740 0.7192  0.0688
108 H 8.2104 -4.8554 -0.0446  0.0792
109 H 7.7009 -8.1018 3.5225  0.0851
110 H 7.5790 -8.1498 5.2867  0.0787
111 H 8.8258 -7.1850 4.5660  0.0706
112 H 5.1638 -7.4349 3.7505  0.0875
113 H 4.8213 -6.0535 4.8051  0.0653
114 H 5.4737 -7.5209 5.4942  0.0778
115 H 7.4816 -3.7134 6.0287  0.0871
116 H 9.2089 -4.0561 6.2483  0.0803
117 H 8.0665 -5.3649 6.2272  0.0671
118 H 8.1995 -2.3996 3.9805  0.0867
119 H 9.3725 -3.1584 2.8897  0.0574
120 H 9.8123 -2.8554 4.5435  0.0801

=====

Density functional theory data (ωB97M-V/def2-TZVPD) for a 13-piece molecular cluster, H26O13 overall at a distorted geometry.

Calculated values
Energy above the lowest of the compared OMol25 structures with the same formula, charge and spin in kJ/mol: 536.9
Electronic energy in eV: -27036.3821
Frontier orbital gap in eV: 9.8
M in Da: 234.19
Max |F| in eV/A: 4.49
HOMO energy in eV: -9.83

Last column: Löwdin charge in e.
Cartesian coordinates (Å):
1 H 0.1411 0.5726 -0.9707  0.0284
2 H -0.7526 0.8780 0.2060  0.0886
3 H 4.1902 -3.0582 0.0760  0.0646
4 H 3.1904 -2.3596 0.8669  0.0125
5 H 2.2009 -0.2405 0.6195  0.0369
6 H 3.5877 -0.2840 1.0676  0.0113
7 H -3.1433 -0.0311 -1.2337  0.0502
8 H -3.2195 0.5557 -2.6767  -0.0579
9 H -1.5738 0.6945 -2.6930  0.0038
10 H -0.4598 -0.1304 -3.2178  0.0083
11 H 2.2239 -0.4205 4.4252  0.0349
12 H 3.1496 -0.3888 3.2220  0.0809
13 H 1.9626 3.4004 -1.1353  0.0444
14 H 2.0128 2.3778 -0.0113  -0.0262
15 H -2.4457 2.7019 -4.7383  0.0833
16 H -3.2355 2.9712 -3.4035  0.0277
17 H 4.2650 -1.5938 -1.7681  0.0188
18 H 3.6947 -2.2893 -3.0379  0.0272
19 H -0.1562 -1.4437 0.2274  0.0679
20 H -1.3290 -2.2825 -0.5963  0.0728
21 H -5.2034 -0.2181 1.9193  -0.0036
22 H -3.8965 -0.8489 1.3310  0.0623
23 H -3.4575 1.9286 2.0989  0.0516
24 H -2.5282 1.6197 3.2446  0.0405
25 H 0.6144 -0.9703 2.8991  -0.0386
26 H 0.3921 -2.4538 3.3828  0.0840
27 O 0.1380 0.4881 -0.0124  -0.0913
28 O 3.4193 -2.4835 -0.0326  -0.0364
29 O 2.7929 0.1608 1.2794  -0.0449
30 O -3.7154 0.2795 -1.9745  -0.0162
31 O -0.7424 0.7428 -3.1997  -0.0244
32 O 2.2154 -0.1651 3.5136  -0.0917
33 O 2.3776 3.2056 -0.2748  -0.0569
34 O -2.3473 2.9086 -3.7590  -0.0736
35 O 3.6770 -1.4682 -2.5404  -0.0747
36 O -1.0121 -1.3707 -0.3305  -0.1483
37 O -4.3197 -0.3709 2.0768  -0.0573
38 O -3.0150 1.1855 2.5388  -0.0878
39 O 0.3074 -1.7995 2.6115  -0.0712

=====

Density functional theory data (ωB97M-V/def2-TZVPD) for C25H33BrCaFNOS as an isolated structure at a distorted geometry.

Calculated values
Electronic energy in eV: -131992.8112
Frontier orbital gap in eV: 4.0
Charge: +2
M in Da: 534.59
Max |F| in eV/A: 4.93
HOMO energy in eV: -12.71

Last column: Löwdin charge in e.
Cartesian coordinates (Å):
1 C 4.3475 1.7449 4.8193  -0.1266
2 C 3.0629 1.6449 3.8036  -0.1967
3 C 2.4766 0.1131 3.6028  -0.2333
4 F 1.4589 -0.2550 4.6504  -0.0873
5 C 1.8381 0.0577 2.0848  -0.0933
6 C 0.2709 0.4483 1.8021  0.0244
7 C -0.2775 0.3141 0.2410  -0.4273
8 Br -2.2242 0.8156 -0.0340  0.7652
9 C 0.6645 -0.1851 -1.0320  -0.0590
10 C 0.1523 -0.3593 -2.5794  -0.1847
11 C -1.2286 -1.2231 -2.7639  -0.2317
12 C -1.4310 -2.4506 -1.6962  -0.2087
13 C -3.0511 -2.8587 -1.7745  -0.1984
14 C -3.7041 -2.7308 -0.2672  -0.2326
15 C -5.3062 -2.3779 -0.2445  -0.2172
16 C -5.6803 -0.9240 -0.9164  -0.2094
17 C -6.3618 0.1494 0.1427  -0.1529
18 C -5.7533 1.6838 -0.0009  -0.2194
19 O -5.0785 2.0338 1.2870  -0.3152
20 C -4.5939 3.4293 1.2558  -0.1450
21 C 2.2754 -0.5362 -0.7512  -0.1076
22 C 2.7942 -0.3989 0.8330  -0.2960
23 S 4.6432 -0.8135 1.0807  0.6780
24 C 5.4334 -0.0327 -0.4744  -0.4242
25 C 6.8932 0.7587 -0.4473  -0.1782
26 C 7.4979 1.4177 -1.8554  -0.0036
27 C 6.6153 1.2558 -3.2645  0.0094
28 C 5.1525 0.4538 -3.2573  0.0759
29 C 4.5179 -0.2155 -1.8621  -0.1290
30 N 3.2111 -0.9791 -1.8540  -0.0246
31 H 4.1366 1.1023 5.7941  0.1020
32 H 4.5301 2.8887 5.0512  0.0995
33 H 5.2743 1.2678 4.2393  0.0613
34 H 3.4446 1.9845 2.7252  0.1219
35 H 2.1431 2.3116 4.1080  0.1396
36 H 3.3113 -0.7224 3.6755  0.1339
37 H -0.3940 0.8090 2.7115  0.1327
38 H -0.0894 0.7406 -2.9754  0.1333
39 H 1.0132 -0.7535 -3.2986  0.1169
40 H -2.1451 -0.4606 -2.7962  0.0983
41 H -1.1975 -1.7185 -3.8477  0.1340
42 H -1.2362 -2.1758 -0.5755  0.0806
43 H -0.8577 -3.4468 -1.9802  0.1197
44 H -3.6129 -2.1171 -2.5204  0.1075
45 H -3.1402 -3.9575 -2.2003  0.1192
46 H -3.5955 -3.8100 0.2292  0.1233
47 H -3.1648 -1.9523 0.4217  0.0719
48 H -5.9257 -3.2850 -0.7095  0.1237
49 H -5.6337 -2.3292 0.9018  0.1122
50 H -4.6923 -0.4249 -1.3422  0.0657
51 H -6.3855 -1.1614 -1.8480  0.1247
52 H -7.5235 0.2456 -0.1088  0.1214
53 H -6.3216 -0.2546 1.2649  0.1256
54 H -5.0210 1.6943 -0.9225  0.1007
55 H -6.5885 2.4913 -0.1605  0.1290
56 H -5.5729 4.1077 1.1773  0.1130
57 H -3.8305 3.6483 0.3962  0.0807
58 H -4.0427 3.6907 2.2711  0.1065
59 H 7.5234 0.8435 0.5438  0.0263
60 H 8.5258 1.9743 -1.9362  0.1103
61 H 7.0969 1.7104 -4.2564  0.1246
62 H 4.5914 0.3470 -4.2994  0.1261
63 H 3.4887 -1.9808 -1.6312  0.1445
64 Ca 7.2765 -1.2875 1.3703  1.5187

=====

Density functional theory data (ωB97M-V/def2-TZVPD) for C4H8O2 in the gas phase.

Calculated values
Energy above the lowest of the compared OMol25 structures with the same formula, charge and spin in kJ/mol: 93.2
Electronic energy in eV: -8372.3153
SMILES: O[C@H]1CCCO1
Frontier orbital gap in eV: 11.2
M in Da: 88.11
Max |F| in eV/A: 0.46
HOMO energy in eV: -10.26

Last column: Löwdin charge in e.
Cartesian coordinates (Å):
1 O 0.7422 -1.0077 -1.5694  0.0139
2 C 0.8471 0.2064 -0.8566  -0.4290
3 C -0.5490 0.7646 -0.5214  -0.1095
4 C -0.8708 0.1057 0.8355  -0.1401
5 C 0.4546 -0.5768 1.2320  -0.1801
6 O 1.4478 -0.0252 0.3765  -0.0714
7 H -0.0861 -0.9595 -2.0577  0.0873
8 H 1.5048 0.8995 -1.3955  0.1531
9 H -1.3005 0.5379 -1.2889  0.1116
10 H -0.4988 1.8529 -0.4366  0.1137
11 H -1.6824 -0.6236 0.7591  0.1082
12 H -1.1702 0.8558 1.5718  0.1050
13 H 0.7609 -0.3670 2.2596  0.1198
14 H 0.4001 -1.6630 1.0917  0.1176